Formula: C13H23F2N2O2
Source: OMol25
Level of theory: ωB97M-V with the def2-TZVPD basis set

As for the charge: +1. The calculation puts the HOMO-LUMO gap at 10.7 eV. The calculated total energy comes out at -968.55764 a.u. The SMILES is CCCCOn1c(F)c([C@H](C)F)[n+](C)c1OCCC.

Geometry (Å):
C -0.9384 -1.1165 5.1965
C -1.0669 -2.2899 4.2240
C -1.7099 -1.9006 2.8790
C -0.6186 -1.4916 1.9355
O -1.1804 -0.9841 0.6949
N -0.1817 -0.7502 -0.2029
C 0.2440 -1.6678 -1.1469
F -0.2904 -2.8481 -1.2544
C 1.2519 -1.0732 -1.8447
C 2.0489 -1.6308 -2.9895
C 1.4340 -1.2162 -4.3172
F 2.0295 -2.9944 -2.8781
N 1.4227 0.1992 -1.3030
C 2.4221 1.1607 -1.7512
C 0.5342 0.3716 -0.3174
O 0.3798 1.4271 0.4450
C -0.7832 2.2495 0.0638
C -0.5900 2.9798 -1.2414
C -1.6776 4.0359 -1.4414
H -1.8150 -0.4791 5.1648
H -0.0766 -0.5098 4.9353
H -0.7733 -1.4903 6.1999
H -0.0535 -2.6238 3.9956
H -1.5661 -3.1465 4.6574
H -2.4379 -1.1073 3.0183
H -2.2605 -2.7595 2.5059
H 0.0251 -2.3454 1.7335
H -0.0085 -0.7201 2.4030
H 3.0748 -1.2764 -2.9218
H 1.4042 -0.1301 -4.3501
H 1.9850 -1.6219 -5.1535
H 0.4025 -1.5524 -4.3188
H 2.5114 1.9527 -1.0253
H 3.3726 0.6611 -1.8749
H 2.1264 1.5525 -2.7167
H -1.6487 1.5929 0.0225
H -0.9455 2.9610 0.8610
H 0.3980 3.4358 -1.2234
H -0.6124 2.3072 -2.0976
H -2.5537 3.5511 -1.8591
H -1.9272 4.5410 -0.5175
H -1.3512 4.7469 -2.1890

---

Formula: C4H13N3
Source: OMol25
Level of theory: ωB97M-V with the def2-TZVPD basis set

Its energy relative to the best compared isomer or geometry (same formula, charge and spin) is 114.8 kJ/mol. The calculation puts the HOMO-LUMO gap at 9.4 eV. The calculated total energy comes out at -324.43121 a.u. The SMILES is NCCCNCN.

Geometry (Å):
N -1.7912 -2.5563 -1.0276
C -1.0828 -1.2354 -1.0590
C -1.5825 -0.3337 0.0565
C -0.5101 0.1355 1.0662
N 0.4498 1.0158 0.3966
C 1.8239 1.0393 0.7815
N 2.5863 2.0776 0.0822
H -1.1573 -3.2154 -0.5955
H -1.7927 -2.9152 -1.9815
H -0.0157 -1.4561 -0.8909
H -1.1826 -0.8126 -2.0592
H -2.0858 0.5697 -0.2920
H -2.2843 -0.9293 0.6459
H -0.0211 -0.7484 1.4874
H -1.0256 0.8052 1.7669
H 0.2189 1.1754 -0.5799
H 1.9120 1.2655 1.8568
H 2.3734 0.0893 0.6937
H 1.9436 2.8492 -0.1060
H 2.6738 1.7576 -0.8877

---

Formula: C19H22N3O4P
Source: OMol25
Level of theory: ωB97M-V with the def2-TZVPD basis set

Its energy relative to the best compared isomer or geometry (same formula, charge and spin) is 1746.4 kJ/mol. The calculation puts the HOMO-LUMO gap at 7.6 eV. The calculated total energy comes out at -1543.28119 a.u.

Geometry (Å):
C 0.8544 1.5867 4.4034
C 1.4861 2.3183 3.0691
H 2.0394 3.1480 3.2617
H 2.1744 1.5912 2.6166
O 0.6024 2.7734 2.3953
P -0.0948 1.6338 1.3339
O -0.5486 0.3299 1.9012
O -1.1927 2.3498 0.6182
C -2.4917 1.6959 0.6064
C -2.7535 1.0440 -0.7097
H -3.8020 0.3092 -0.7596
H -2.6319 1.4957 -1.5454
H -1.8451 0.3704 -0.7227
H -3.3715 2.5139 0.6208
H -2.5398 1.0695 1.4438
N 1.0646 1.6847 0.2233
H 1.4243 2.7796 -0.0461
C 1.3832 0.7225 -0.8157
C 1.0171 -0.6616 -0.4835
N -0.1208 -1.2861 -0.8685
C -0.3852 -2.4303 -0.2683
C -1.7268 -3.1791 -0.8197
C -2.1521 -4.2699 -0.3352
C -1.7080 -4.7101 0.9532
C -0.2599 -4.1960 1.3750
C 0.0821 -2.8525 0.8211
N 1.1908 -2.0651 1.5291
C 1.6607 -1.1738 0.7778
O 2.5082 -0.4914 1.5136
H 1.4674 -2.4594 2.3258
H -0.0122 -4.4763 2.3464
H -1.8162 -5.5615 1.3978
H -2.9374 -4.7112 -0.7753
H -1.9153 -2.5797 -1.7089
C 0.8643 1.0016 -2.1817
C -0.0818 1.9012 -2.6230
C -0.3563 2.2312 -3.7908
C -0.4571 1.4320 -4.7656
C 0.6409 0.2983 -4.5724
C 1.0698 -0.0270 -3.2708
H 1.7182 -0.5669 -3.1292
H 0.6819 -0.4213 -5.2744
H -0.6196 1.5568 -5.6668
H -1.1868 3.1697 -3.7879
H -0.2211 2.5699 -1.6287
H 2.5731 0.7604 -1.0765
H 0.2612 2.3623 4.9760
H 0.3620 0.8645 4.1234
H 1.8416 1.1702 4.9919

---

Formula: C31H40BrO2RuS5Se
Source: OMol25
Level of theory: ωB97M-V with the def2-TZVPD basis set

As for the charge: -2. Its energy relative to the best compared isomer or geometry (same formula, charge and spin) is 16.9 kJ/mol. The calculation puts the HOMO-LUMO gap (spin up / spin down) at 5.1 / 5.2 eV. The calculated total energy comes out at -8417.22886 a.u. As for the spin multiplicity: 2.

Geometry (Å):
Ru 0.1742 -0.0336 -0.0907
C 0.8430 4.6897 5.7390
C 2.0653 3.7779 5.6270
C 2.2129 3.0182 6.9534
C 3.3019 4.6641 5.4186
C 1.9328 2.7866 4.4731
C 0.8317 2.7267 3.6323
C 0.7806 1.7945 2.6127
Se -0.7621 1.6365 1.4864
C -1.7078 0.3157 2.5219
C -2.4796 0.7066 3.6064
C -3.1154 -0.2336 4.3971
C -2.9440 -1.5806 4.0409
C -2.1896 -2.0117 2.9666
C -1.5371 -1.0301 2.1521
O -0.8330 -1.3892 1.1252
C -2.0228 -3.4925 2.6242
C -0.5370 -3.8813 2.7014
C -2.5528 -3.7698 1.2081
C -2.7898 -4.3938 3.5953
C -3.9686 0.1271 5.6115
C -5.4057 -0.3743 5.4089
C -4.0215 1.6371 5.8457
C -3.3846 -0.5266 6.8725
C 1.8101 0.8618 2.3455
O 1.7120 0.0029 1.3905
C 2.9532 0.9257 3.2041
C 2.9568 1.8694 4.2188
C 4.1822 0.0074 3.0861
C 4.1508 -0.9966 1.9269
C 5.4386 0.8739 2.8942
C 4.3257 -0.8014 4.3864
H 0.9738 5.3811 6.5761
H 0.7018 5.2800 4.8315
H -0.0683 4.1146 5.9153
H 2.2985 3.7167 7.7925
H 1.3464 2.3757 7.1222
H 3.1006 2.3834 6.9487
H 3.4040 5.3858 6.2360
H 4.2140 4.0666 5.3778
H 3.2225 5.2125 4.4781
H -0.0079 3.4002 3.7565
H -2.5577 1.7655 3.8234
H -3.4355 -2.3279 4.6526
H 0.0550 -3.2884 2.0075
H -0.1563 -3.7270 3.7152
H -0.4192 -4.9397 2.4475
H -2.0030 -3.1964 0.4647
H -2.4459 -4.8348 0.9770
H -3.6140 -3.5121 1.1438
H -2.4398 -4.2750 4.6243
H -3.8652 -4.1975 3.5704
H -2.6344 -5.4367 3.3075
H -5.8432 0.0756 4.5155
H -5.4313 -1.4577 5.2815
H -6.0311 -0.1177 6.2705
H -4.4558 2.1588 4.9905
H -4.6384 1.8527 6.7226
H -3.0253 2.0472 6.0237
H -3.3688 -1.6140 6.7840
H -2.3582 -0.1913 7.0334
H -3.9796 -0.2659 7.7542
H 3.8284 1.9003 4.8661
H 4.0661 -0.5054 0.9599
H 5.0859 -1.5684 1.9528
H 3.3142 -1.6870 2.0056
H 5.3523 1.4618 1.9786
H 5.5966 1.5632 3.7263
H 6.3237 0.2357 2.8104
H 3.4369 -1.4144 4.5485
H 5.1939 -1.4650 4.3231
H 4.4542 -0.1555 5.2578
S 0.6899 2.7311 -6.8241
C 0.5900 2.1086 -5.2780
S -0.8776 1.6421 -4.5271
C -0.2521 1.2607 -2.9524
C 1.0797 1.4411 -2.7838
S 1.8846 1.1730 -1.2730
S 1.9188 2.0244 -4.1934
S -1.3070 0.8046 -1.6360
Br 0.6487 -1.9948 -1.6229

---

Formula: C2H18NO6
Source: OMol25
Level of theory: ωB97M-V with the def2-TZVPD basis set

As for the charge: +1. Its energy relative to the best compared isomer or geometry (same formula, charge and spin) is 311.6 kJ/mol. The calculation puts the HOMO-LUMO gap at 10.7 eV. The calculated total energy comes out at -592.84445 a.u.

Geometry (Å):
C 0.4880 1.9440 -0.6096
C 1.6487 0.5794 -2.2035
N 0.6333 0.7320 -1.4082
H 0.3846 2.9274 -0.9592
H -0.9578 -2.8252 2.3188
H -0.1928 1.7325 0.2432
H 2.4934 1.2973 -2.1039
H 1.9442 -0.3353 -2.8529
H -0.2387 0.0580 -1.3959
H 2.4589 -1.4865 -0.2070
H 3.7174 -0.7121 0.0376
O 3.0998 -0.9466 -0.7530
H -1.8098 2.2274 1.7404
H -0.7352 1.6847 2.5639
O -1.5375 1.5518 2.2286
H -2.0963 1.1067 -2.4814
H -2.4972 0.3173 -1.0994
O -1.8780 0.3469 -1.9350
H -1.6431 -1.2482 2.6400
H 1.6110 2.1747 -0.1775
O -0.9553 -1.7500 2.2194
H -2.0249 -0.5818 0.9960
H -3.3316 -1.1055 0.4028
O -2.6925 -0.4822 0.3024
H 1.3298 -1.6712 1.0152
H 1.0633 -3.0193 0.5413
O 1.7181 -2.5163 0.9371

---

Formula: C44H40ClFeGeN6O6S4
Source: OMol25
Level of theory: ωB97M-V with the def2-TZVPD basis set

The calculation puts the HOMO-LUMO gap (spin up / spin down) at 7.7 / 6.7 eV. The calculated total energy comes out at -7874.36598 a.u. As for the spin multiplicity: 6.

Geometry (Å):
Fe -0.1026 0.1059 0.2504
O -3.9310 -3.8059 2.6270
C -4.5783 -3.2356 1.6370
O -5.7486 -3.4450 1.4211
C -3.8016 -2.2872 0.7824
C -4.3240 -1.5643 -0.2766
Cl -5.9245 -1.5291 -0.8180
N -3.3438 -0.7631 -0.7709
N -2.2126 -0.9373 -0.0613
C -2.4703 -1.8364 0.8735
C -1.4035 -2.1180 1.8952
O -1.5978 -2.9835 2.7551
O -0.3656 -1.4058 1.7916
C -3.4111 0.2277 -1.7911
C -4.2337 0.0712 -2.9001
C -4.2841 1.0691 -3.8598
C -3.5102 2.2119 -3.7390
C -2.6649 2.3471 -2.6492
C -2.6254 1.3690 -1.6712
H -2.9661 -3.5164 2.6908
H -4.8217 -0.8220 -3.0322
H -4.9381 0.9434 -4.7125
H -3.5611 2.9888 -4.4900
H -2.0423 3.2244 -2.5498
H -2.0155 1.5108 -0.7893
C -1.3061 -0.9175 -3.7940
Ge 0.2842 -0.3818 -2.6840
C 0.7537 1.3319 -3.6216
C 0.9696 1.2865 -4.9958
C 1.2326 2.4501 -5.7047
C 1.2896 3.6720 -5.0487
C 1.0895 3.7256 -3.6766
C 0.8226 2.5598 -2.9702
C 1.6337 -1.7151 -3.3170
C 1.1771 -2.9564 -3.6832
C 2.0601 -3.9901 -4.0544
C 3.4091 -3.7927 -4.0064
C 3.9333 -2.5484 -3.5830
C 5.3270 -2.3496 -3.4385
C 5.8245 -1.1629 -2.9808
C 4.9437 -0.1074 -2.6657
C 3.5924 -0.2690 -2.8064
C 3.0414 -1.4955 -3.2490
H -0.9341 -1.3239 -4.7347
H -1.9110 -0.0381 -4.0065
H -1.9360 -1.6681 -3.3157
H 0.9362 0.3340 -5.5140
H 1.3973 2.4016 -6.7741
H 1.4859 4.5789 -5.6064
H 1.1416 4.6782 -3.1612
H 0.6729 2.5902 -1.8962
H 0.1129 -3.1619 -3.6870
H 1.6577 -4.9491 -4.3556
H 4.0939 -4.5905 -4.2684
H 5.9951 -3.1659 -3.6874
H 6.8913 -1.0238 -2.8589
H 5.3480 0.8373 -2.3196
H 2.9165 0.5401 -2.5600
N 4.0177 -0.7805 0.9749
C 2.7534 -1.1645 1.1788
N 2.2217 -1.0360 2.3942
S 1.8735 -1.8793 -0.0783
H 4.5495 -0.3279 1.6990
H 4.3779 -0.8070 0.0330
H 2.7090 -0.5841 3.1492
H 1.2519 -1.3399 2.5129
O -0.5379 1.5579 1.5932
C -1.4543 2.3308 2.2950
C -2.6929 1.5224 2.7133
C -2.7809 0.6108 3.7228
C -4.0431 -0.0387 3.7941
C -4.8983 0.3828 2.8296
S -4.1779 1.5717 1.8231
C -0.7605 2.8004 3.5821
C 0.0173 2.0389 4.4033
C 0.5460 2.7602 5.5074
C 0.1622 4.0625 5.5026
S -0.8457 4.4233 4.1626
C -1.8191 3.5554 1.4552
C -1.0856 4.0300 0.4104
C -1.6102 5.2249 -0.1481
C -2.7326 5.6461 0.4889
S -3.1675 4.5909 1.7682
H -1.9769 0.4025 4.4108
H -4.2918 -0.7859 4.5336
H -5.9119 0.0661 2.6363
H 0.1960 0.9880 4.2165
H 1.1849 2.3314 6.2672
H 0.4071 4.8371 6.2113
H -0.1899 3.5318 0.0641
H -1.1688 5.7428 -0.9882
H -3.3327 6.5194 0.2907
C 2.7900 3.3528 2.7362
N 2.1550 2.3641 1.8889
C 2.3053 2.2984 0.5548
N 3.1822 3.1636 -0.0304
O 1.7448 1.4317 -0.1430
H 2.7648 2.9945 3.7622
H 2.2795 4.3206 2.7120
H 3.8335 3.4843 2.4479
H 1.2514 1.9961 2.1889
H 3.3420 4.0635 0.3884
H 3.2184 3.1189 -1.0357

---

Formula: C71H90N5NbO3P
Source: OMol25
Level of theory: ωB97M-V with the def2-TZVPD basis set

As for the charge: -1. The calculation puts the HOMO-LUMO gap at 6.6 eV. The calculated total energy comes out at -3657.08861 a.u.

Geometry (Å):
C -1.1911 -3.5353 -0.8843
C -2.1285 -2.6089 -1.6977
Nb -2.2282 -0.4628 -0.9926
C -2.0566 -0.8242 1.2249
C -3.2269 -1.4192 2.0331
C -3.5742 -2.8667 1.7621
O -4.3317 -3.0922 0.5854
C -2.2738 0.0638 -3.2272
C -3.2299 -0.7922 -4.0930
C -4.2790 -0.0664 -4.8843
N -4.5041 1.2881 -4.7356
O -4.9693 -0.6965 -5.6688
C -4.5240 -0.5456 -1.1368
O -5.3476 -0.0546 -0.0601
C -6.1354 1.0177 -0.2932
C -6.3647 1.8842 0.7843
C -7.1833 2.9935 0.6508
C -7.8052 3.2712 -0.5658
C -7.6021 2.4007 -1.6326
C -6.7817 1.2856 -1.4989
C 0.0389 -0.1794 -1.1005
C 0.7586 1.0519 -0.5501
N 0.1423 1.5573 0.6572
N 0.8859 2.1382 -1.5065
N 2.2140 0.6404 -0.3020
P -2.7315 2.1004 -0.7687
N -3.1738 2.5831 0.6973
H -0.4835 -3.0372 -0.2297
H -0.5941 -4.1335 -1.5729
H -1.7830 -4.2606 -0.3349
H -3.1110 -3.0713 -1.7556
H -1.7631 -2.5880 -2.7251
H -1.7276 0.0618 1.7689
H -1.2144 -1.5180 1.3548
H -2.8855 -1.4397 3.0782
H -4.1051 -0.7804 2.0755
H -2.6612 -3.4553 1.7487
H -4.1454 -3.2204 2.6258
H -5.2523 -2.9169 0.7809
H -1.2817 0.0027 -3.6702
H -2.5522 1.1092 -3.3661
H -2.6507 -1.3403 -4.8317
H -3.7801 -1.5519 -3.5420
H -5.4630 1.4774 -4.9969
H -4.3534 1.6214 -3.7877
H -4.7796 -1.5762 -1.3730
H -4.7751 0.0084 -2.0435
H -5.8701 1.6971 1.7221
H -7.3059 3.6436 1.5009
H -8.4196 4.1532 -0.6448
H -8.0793 2.5919 -2.5816
H -6.6420 0.6132 -2.3303
H 0.3481 -0.2388 -2.1411
H 0.4942 -1.0535 -0.6281
H 0.2327 0.8917 1.4121
H 0.6085 2.4092 0.9456
H 1.7804 2.0359 -1.9629
H 0.1667 2.0682 -2.2119
H 2.6685 1.4968 0.0031
H 2.2043 -0.0149 0.4702
H -1.6941 2.9310 -1.2638
H -3.7876 2.4055 -1.6830
H -3.1204 1.7990 1.3373
C 5.6666 0.8971 0.4669
C 7.0102 0.9545 0.1217
C 7.8700 1.7992 0.8108
C 7.3884 2.5848 1.8495
C 6.0453 2.5288 2.1955
C 5.1856 1.6873 1.5025
H 4.9923 0.2426 -0.0711
H 7.3871 0.3401 -0.6859
H 8.9174 1.8479 0.5395
H 8.0605 3.2423 2.3890
H 5.6684 3.1400 3.0055
H 4.1376 1.6462 1.7708
C -2.0741 -0.5948 8.1509
C -0.7325 -0.8565 7.9066
C -0.2279 -0.7517 6.6177
C -1.0638 -0.3786 5.5738
C -2.4035 -0.1133 5.8193
C -2.9100 -0.2231 7.1070
H -2.4685 -0.6839 9.1554
H -0.0807 -1.1466 8.7215
H 0.8165 -0.9632 6.4259
H -0.6740 -0.2946 4.5672
H -3.0516 0.1791 5.0032
H -3.9566 -0.0216 7.2959
C -6.6277 -5.0279 -9.3601
C -5.3209 -5.0331 -8.8924
C -4.8358 -3.9471 -8.1753
C -5.6556 -2.8560 -7.9175
C -6.9627 -2.8547 -8.3858
C -7.4484 -3.9371 -9.1074
H -7.0067 -5.8738 -9.9203
H -4.6805 -5.8850 -9.0857
H -3.8154 -3.9502 -7.8121
H -5.2768 -2.0120 -7.3524
H -7.6041 -2.0065 -8.1836
H -8.4680 -3.9317 -9.4726
C 12.1337 4.1397 -2.6633
C 10.8617 3.5849 -2.6401
C 10.0721 3.7148 -1.5060
C 10.5498 4.3999 -0.3991
C 11.8214 4.9562 -0.4222
C 12.6139 4.8241 -1.5541
H 12.7521 4.0388 -3.5460
H 10.4859 3.0523 -3.5040
H 9.0797 3.2827 -1.4798
H 9.9295 4.4995 0.4822
H 12.1925 5.4933 0.4417
H 13.6070 5.2544 -1.5723
C -2.2464 0.9314 -7.9934
C -2.8406 -0.2411 -8.4401
C -2.4396 -0.8052 -9.6435
C -1.4424 -0.2010 -10.3971
C -0.8469 0.9705 -9.9485
C -1.2509 1.5378 -8.7476
H -2.5630 1.3706 -7.0550
H -3.6116 -0.7103 -7.8444
H -2.9065 -1.7181 -9.9925
H -1.1286 -0.6439 -11.3341
H -0.0675 1.4410 -10.5349
H -0.7898 2.4528 -8.3981
C -6.1287 -6.3642 -0.5364
C -6.6504 -7.5440 -1.0499
C -6.0569 -8.1428 -2.1525
C -4.9384 -7.5640 -2.7367
C -4.4168 -6.3857 -2.2202
C -5.0123 -5.7813 -1.1208
H -6.5934 -5.8963 0.3228
H -7.5207 -7.9971 -0.5913
H -6.4666 -9.0597 -2.5573
H -4.4743 -8.0311 -3.5962
H -3.5448 -5.9333 -2.6756
H -4.6091 -4.8599 -0.7194
C 7.1137 2.2246 5.5758
C 5.8328 1.6912 5.6227
C 5.0445 1.8771 6.7499
C 5.5338 2.6028 7.8275
C 6.8132 3.1380 7.7798
C 7.6044 2.9462 6.6552
H 7.7279 2.0775 4.6971
H 5.4495 1.1313 4.7793
H 4.0472 1.4580 6.7880
H 4.9167 2.7515 8.7042
H 7.1941 3.7053 8.6195
H 8.6040 3.3605 6.6194
C 8.2175 8.2632 3.4248
C 7.6716 7.0855 2.9329
C 8.1074 6.5735 1.7187
C 9.0945 7.2352 1.0003
C 9.6414 8.4118 1.4927
C 9.2008 8.9273 2.7041
H 7.8752 8.6644 4.3700
H 6.9047 6.5676 3.4947
H 7.6758 5.6582 1.3311
H 9.4342 6.8351 0.0552
H 10.4116 8.9264 0.9323
H 9.6240 9.8471 3.0873
C -3.1522 -6.3860 8.4521
C -3.1503 -5.1375 7.8456
C -2.1432 -4.2263 8.1331
C -1.1345 -4.5683 9.0224
C -1.1343 -5.8174 9.6280
C -2.1449 -6.7257 9.3448
H -3.9386 -7.0956 8.2283
H -3.9337 -4.8733 7.1472
H -2.1425 -3.2526 7.6630
H -0.3464 -3.8589 9.2421
H -0.3455 -6.0838 10.3201
H -2.1468 -7.6990 9.8188